(1)
Computed, not measured: a molecular structure, C15H26IMnO2P2, with wB97M-V/def2-TZVPD.

XYZ file:
```
47
Properties=species:S:1:pos:R:3
C 0.90041 2.57658 -2.92228
C 0.50266 2.31164 -1.49957
H 1.66325 3.36194 -2.94331
H 0.01725 2.91178 -3.48440
H 1.29174 1.67299 -3.41255
O 1.00791 2.90061 -0.52815
I -0.21316 -2.63738 -1.57813
Mn -0.01811 -0.24477 -1.03615
P 2.35743 -0.39034 -0.67646
C 3.16304 0.78820 0.45433
C 2.95444 -1.98278 -0.00760
H 4.05319 -1.98671 -0.00064
H 4.37034 -0.30264 -2.00410
H 2.58131 -2.80720 -0.62548
H 2.99519 -1.00609 -2.91867
H 2.72347 0.68053 1.45297
H 2.58765 -2.12033 1.01568
C 3.29862 -0.21348 -2.22355
H 4.24048 0.57738 0.49235
H 3.10042 0.76168 -2.68491
H 2.97312 1.80877 0.10555
P -2.49741 -0.67773 -0.27923
C -3.35234 0.48276 0.83159
C -3.53718 -0.71128 -1.77124
H -2.61898 -3.10605 -0.08548
H -3.98971 -2.28984 0.74529
H -2.36811 -2.33563 1.49900
C -2.90897 -2.26162 0.54979
H -3.13048 -1.43608 -2.48555
H -4.56034 -0.98552 -1.48507
H -4.37600 0.12805 1.00883
H -3.36773 1.47247 0.36658
H -3.52183 0.28874 -2.21999
H -2.80829 0.54398 1.77912
C -0.79379 1.53066 -1.33615
O -1.89196 2.01732 -1.54373
C -0.14488 0.13279 3.85072
C -0.00020 -1.10947 3.23146
C 0.07896 -1.18993 1.83440
C -0.02148 -0.03737 1.04563
C -0.13460 1.19934 1.67491
C -0.20046 1.28956 3.07331
H -0.21114 0.19901 4.93819
H 0.04959 -2.02421 3.82607
H 0.19757 -2.16614 1.35748
H -0.15119 2.11216 1.08357
H -0.28969 2.27368 3.53559
```

Calculated values
2S+1: 5
Gap between HOMO and LUMO (alpha / beta) (eV): 5.93 / 4.47
Relative energy (zero: lowest compared OMol25 entry of this formula, charge and spin) (kcal per mole): 0.0
Total charge: +2

(2)
Computed, not measured: a single C15H26N6O3 molecule, with wB97M-V/def2-TZVPD.

XYZ file:
```
50
Properties=species:S:1:pos:R:3
O -3.62869 1.60678 1.71648
O 2.77675 -0.51143 -1.09752
O 0.08394 2.18001 -1.41513
N -0.32077 -2.84424 -0.67320
C -3.24937 2.48501 0.95643
C 2.25723 -0.07090 -2.10688
C -0.39825 1.14489 -0.94080
C 0.13823 -3.72522 0.22032
C 1.68050 -3.61075 -1.34891
C 0.66575 -2.75528 -1.66818
N 1.33160 -4.23085 -0.18001
N 3.01250 0.68893 -2.92289
N -1.18068 -0.82761 4.41873
N -0.19173 -0.05692 -1.46884
N -2.15181 2.36433 0.22704
C -4.06736 3.71428 0.68429
C 2.64725 1.22413 -4.21968
C 0.07881 -0.03018 4.26604
C 0.91729 -0.37312 3.02832
C 0.19761 -0.20000 1.67113
C 0.64189 -1.83065 -2.88201
C -0.46984 1.18409 1.55031
C 0.79092 -0.37211 -2.50642
C -1.30176 1.15870 0.26382
H -0.46309 -3.99620 1.08912
H 2.57342 -3.78382 -1.96562
H 1.82936 -4.98512 0.26368
H 3.93606 0.89379 -2.60128
H -1.84113 -0.52636 3.71030
H -1.54419 -0.55536 5.28460
H -0.58109 -0.83477 -1.01511
H -1.89611 3.07040 -0.45841
H -4.94362 3.67898 1.29998
H -3.48462 4.52954 0.93512
H -4.30334 3.83031 -0.37571
H 3.50370 1.65441 -4.69139
H 1.88590 1.95553 -4.04787
H 2.27662 0.40241 -4.82950
H -0.20464 1.00264 4.13959
H 0.68643 -0.04814 5.22895
H 1.31890 -1.38589 3.13238
H 1.77503 0.33056 3.07736
H -0.58192 -0.96653 1.55406
H 0.93804 -0.33003 0.86153
H 1.41589 -2.10748 -3.61715
H -0.34859 -1.98354 -3.30995
H 0.31424 1.93957 1.46862
H -1.15304 1.36845 2.36902
H 0.57587 0.25899 -3.38126
H -1.94410 0.27578 0.30651
```

Calculated values
SMILES: CNC(=O)[C@@H](Cc1c[nH]cn1)NC(=O)[C@@H](CCCCN)NC(C)=O
2S+1: 1
Gap between HOMO and LUMO (eV): 9.50
Relative energy (zero: lowest compared OMol25 entry of this formula, charge and spin) (kcal per mole): 0.0
Total charge: 0

(3)
Computed, not measured: 2 unconnected molecules or ions with the total composition C15H26N6O8P, with wB97M-V/def2-TZVPD.

XYZ file:
```
56
Properties=species:S:1:pos:R:3
O -4.34531 -1.30905 -1.01145
O -1.69696 1.20697 2.41290
O 2.25190 -1.00635 6.91763
O 5.69936 -0.89617 0.89759
O 0.32567 -0.53564 6.02037
O 5.33377 0.64885 -0.98286
O 3.50040 -1.02031 -0.16529
O 4.12587 1.10443 1.27067
C -4.55613 -0.10418 -1.04409
C -2.21568 1.57485 1.37127
C 0.77122 -2.33183 -4.26476
C 4.25989 0.11739 3.47130
C 2.13800 0.73160 2.52144
C 3.61738 -0.29708 4.64455
C 1.48747 0.31484 3.68796
C 3.52408 0.62828 2.39814
C 2.21357 -0.20731 4.78065
N 2.03019 -2.15400 -3.97139
N -2.47620 2.87869 1.20897
N -0.19702 -1.96852 -3.44313
N -3.72839 0.80457 -0.51713
N 1.55913 -0.60568 5.97559
N 0.48854 -2.88146 -5.41200
C -5.79512 0.42710 -1.72655
C -2.91452 3.61759 0.02134
C -0.03537 -1.19229 -2.20015
C -1.39198 -0.88435 -1.55971
C -1.27788 0.28895 -0.57426
C -2.52941 0.51398 0.29902
P 4.67729 -0.04771 0.27092
H 6.14093 1.00008 -0.58695
H 3.49687 -1.59445 0.61386
H 5.34293 0.05709 3.40388
H 1.55588 1.16458 1.71528
H 4.22787 -0.68126 5.45913
H 0.40506 0.42257 3.74517
H 2.75448 -2.43240 -4.60702
H 2.27191 -1.74773 -3.08232
H -2.26384 3.42705 2.03043
H -1.14108 -2.19943 -3.70784
H -4.01823 1.76650 -0.58946
H -0.46867 -3.04201 -5.67317
H 1.22654 -3.16266 -6.03149
H -5.51250 1.08040 -2.54969
H -6.37295 -0.41257 -2.11178
H -6.40058 0.97242 -1.00433
H -4.00467 3.62189 -0.04049
H -2.57611 4.65364 0.09486
H -2.48788 3.18589 -0.88573
H 0.57910 -1.74099 -1.48240
H 0.46215 -0.24920 -2.43832
H -2.10220 -0.61621 -2.34274
H -1.74785 -1.77643 -1.04209
H -0.43455 0.09385 0.09139
H -1.06039 1.20018 -1.13347
H -2.71600 -0.40692 0.85772
```

Calculated values
2S+1: 1
Gap between HOMO and LUMO (eV): 9.03
Total charge: +1

(4)
Computed, not measured: a molecular structure, C15H27AgNO3PS, with wB97M-V/def2-TZVPD.

XYZ file:
```
49
Properties=species:S:1:pos:R:3
Ag 0.80411 -1.62885 0.52930
N 0.89504 -2.47112 2.60081
C 0.41942 -1.23096 3.19792
C -0.73769 -1.17194 3.95324
C -1.24800 0.06796 4.30915
C -0.60237 1.24362 3.94074
C 0.58617 1.16975 3.22834
C 1.08800 -0.06547 2.84178
S -1.32977 2.83423 4.32654
O -1.01581 3.01702 5.72894
O -0.64379 3.73813 3.41853
O -2.73708 2.62560 4.03972
H 0.27736 -3.24706 2.80512
H 1.81927 -2.72116 2.93538
H -1.26413 -2.08019 4.22556
H -2.18310 0.13062 4.85008
H 1.06993 2.08940 2.92699
H 1.99891 -0.10948 2.24597
C 2.07053 1.40023 -1.31630
C 0.56846 1.14637 -1.44763
C -0.17329 1.81348 -0.28738
P 0.20476 -0.64597 -1.52283
C -1.60268 -0.83595 -1.84544
C -2.23103 0.26729 -2.70369
C -2.40205 -1.04273 -0.55784
C 1.05768 -1.38869 -2.96540
C 2.48561 -1.82512 -2.63798
C 1.00555 -0.54336 -4.23927
H 2.24614 2.46454 -1.15463
H 2.63391 1.09905 -2.19909
H 2.49084 0.87086 -0.45581
H 0.21628 1.57391 -2.39256
H 0.13536 1.40527 0.67521
H -1.25491 1.71858 -0.34330
H 0.06105 2.87866 -0.27379
H -1.64785 -1.76755 -2.42231
H -2.26711 1.21848 -2.17451
H -3.26169 -0.00639 -2.93559
H -1.71753 0.42718 -3.65107
H -2.37082 -0.16877 0.09410
H -2.03726 -1.89685 0.01575
H -3.44896 -1.22816 -0.80317
H 0.47058 -2.29840 -3.14068
H 3.14798 -0.97317 -2.47969
H 2.89000 -2.40444 -3.46949
H 2.52449 -2.44409 -1.74075
H 1.53911 0.40078 -4.12190
H -0.01349 -0.31852 -4.55066
H 1.48384 -1.08660 -5.05640
```

Calculated values
2S+1: 1
Gap between HOMO and LUMO (eV): 7.17
Total charge: 0

What is the total charge in the first record?
+2

What is the formula in the second record?
C15H26N6O3